No. 1
{"formula": "C7H13N2O2", "method": "ωB97M-V with the def2-TZVPD basis set", "species": ["C", "C", "N", "O", "C", "O", "C", "N", "C", "C", "C", "H", "H", "H", "H", "H", "H", "H", "H", "H", "H", "H", "H", "H"], "xyz": [[-0.5792, 3.2950, 0.5925], [-1.3342, 1.9910, 0.7095], [-1.3729, 1.3235, -0.3904], [-2.2791, 0.3003, -0.3909], [-1.8135, -0.8301, -0.0466], [-2.5748, -1.7461, 0.2943], [-0.3830, -1.1818, 0.0853], [-0.3294, -2.3985, 0.8810], [0.7482, -0.6534, -0.4671], [2.0792, -1.5152, -0.2418], [1.0490, 0.4540, -1.4520], [-0.3411, 3.3346, -0.4213], [0.3675, 3.1174, 1.1228], [-1.2738, 4.0407, 0.9885], [-2.0321, 1.7329, 1.5672], [0.0177, -3.1477, 0.2146], [-1.4408, -2.6319, 0.9620], [0.4043, -2.4322, 1.6011], [2.4369, -1.7318, 0.7837], [2.8715, -0.9268, -0.6855], [2.0036, -2.5024, -0.6027], [0.2411, 0.9248, -2.0212], [1.8122, -0.1095, -2.0929], [1.7229, 1.2932, -0.9902]], "forces_ev_per_angstrom": [[-0.312, -2.158, 2.068], [-1.679, -0.312, -0.943], [1.261, 2.556, 0.678], [-1.731, -0.006, -0.022], [-0.262, -3.072, 1.395], [0.036, 0.477, -0.378], [1.449, 2.163, -0.766], [0.407, -2.336, -2.119], [0.882, -1.868, 0.918], [-0.761, 2.031, 1.335], [2.028, 0.048, -0.058], [0.232, 0.861, -1.670], [-0.313, 0.890, 0.365], [0.779, 0.356, -0.119], [1.049, 0.239, -0.868], [-0.576, 0.641, 0.859], [1.276, 0.755, 0.444], [-0.945, 0.378, 0.401], [-0.647, 0.708, 0.064], [0.290, -0.484, -0.251], [-0.150, -1.046, -1.333], [0.295, -0.481, 0.332], [-1.257, 1.182, 0.110], [-1.354, -1.523, -0.442]], "nbo_charge": [-0.65, 0.14, -0.18, -0.30, 0.76, -0.59, -0.09, -0.74, 0.19, -0.68, -0.67, 0.24, 0.24, 0.26, 0.21, 0.43, 0.51, 0.45, 0.23, 0.25, 0.23, 0.28, 0.25, 0.26], "e_above_lowest_kj_mol": 370.2, "smiles": "C/C=N/OC(=O)C([NH3+])=C(C)C", "charge": 1, "homo_ev": -14.250}

=====

No. 2
{"formula": "C6H12O", "method": "ωB97M-V with the def2-TZVPD basis set", "species": ["C", "C", "C", "C", "H", "H", "H", "H", "H", "H", "H", "H", "C", "C", "O", "H", "H", "H", "H"], "xyz": [[-0.6699, 2.3466, 0.2786], [-0.9193, 1.0560, 0.1155], [-0.3331, 0.2927, -1.0245], [0.9497, 0.8314, -1.6451], [0.1855, 2.8120, -0.2025], [-1.3305, 2.9781, 0.8541], [-1.7336, 0.5705, 0.6540], [-0.0896, -0.7427, -0.6952], [-1.1418, 0.2100, -1.7614], [1.3155, 0.0806, -2.3489], [0.8407, 1.7736, -2.1923], [1.7116, 0.9734, -0.8702], [-0.3913, -2.3764, 1.1040], [0.5993, -1.2468, 0.9517], [0.4781, -0.1930, 1.5369], [-1.4290, -2.0255, 1.1076], [-0.1738, -2.7607, 2.1060], [-0.2692, -3.1881, 0.3792], [1.5404, -1.4764, 0.4135]], "forces_ev_per_angstrom": [[-0.109, 0.095, 0.016], [-0.646, 0.712, -0.826], [0.158, -0.595, -0.036], [0.067, -0.060, -0.051], [-0.274, 0.068, -0.111], [0.258, 0.007, 0.433], [0.058, 0.196, -0.165], [-0.588, 0.549, -0.747], [0.229, -0.117, -0.117], [0.112, 0.140, -0.040], [-0.140, -0.146, 0.165], [-0.090, -0.003, -0.100], [-0.042, -0.059, 0.093], [0.335, -0.002, 1.160], [0.593, -0.894, 0.428], [0.256, 0.055, -0.013], [-0.145, -0.196, -0.064], [0.070, 0.241, 0.090], [-0.101, 0.009, -0.115]], "nbo_charge": [-0.41, -0.15, -0.41, -0.62, 0.19, 0.20, 0.20, 0.18, 0.22, 0.21, 0.21, 0.21, -0.73, 0.40, -0.54, 0.24, 0.25, 0.22, 0.12], "e_above_lowest_kj_mol": 215.7, "smiles": "C=CCC.CC=O", "homo_ev": -9.102}

=====

No. 3
{"formula": "C9H14NO3", "method": "ωB97M-V with the def2-TZVPD basis set", "species": ["C", "C", "C", "N", "C", "C", "C", "C", "O", "O", "H", "H", "H", "H", "H", "H", "H", "H", "C", "C", "O", "H", "H", "H", "H", "H", "H"], "xyz": [[0.1512, -1.2760, 1.7960], [0.0909, 0.3542, 1.5945], [1.4834, 1.1743, 1.3024], [1.4197, 2.6732, 1.0748], [0.1488, 3.5067, 1.0917], [-1.3244, 2.8074, 1.4041], [-1.3217, 1.1869, 1.6622], [-2.7783, 0.4169, 1.9487], [-3.1772, -0.0053, 3.1553], [-3.6363, 0.2619, 0.7284], [0.7913, -1.6232, 2.7131], [0.6989, -1.7087, 0.8312], [-0.9618, -1.7028, 1.8138], [2.5207, 0.6222, 1.2616], [2.3189, 3.1813, 0.8788], [0.2101, 4.6726, 0.8992], [-2.3100, 3.4387, 1.4128], [-2.9978, 0.3462, -0.0422], [1.3620, -2.4876, -3.5109], [0.3721, -1.7238, -2.6560], [0.7412, -1.8148, -1.2878], [1.3980, -3.5399, -3.2107], [1.0890, -2.4310, -4.5684], [2.3729, -2.0860, -3.3856], [-0.6326, -2.1422, -2.7672], [0.3397, -0.6679, -2.9415], [1.6313, -1.4331, -1.1982]], "forces_ev_per_angstrom": [[0.035, 0.395, -1.141], [0.407, 2.876, -0.166], [-4.328, 1.251, 0.290], [-3.537, -1.698, 0.650], [-1.480, -3.463, 0.912], [4.360, -2.626, -0.320], [2.697, 2.032, -0.824], [-2.584, -2.091, 4.062], [2.986, 3.157, -8.638], [3.928, 0.584, 2.818], [-1.508, 1.023, -1.517], [-1.464, 0.947, 2.053], [2.617, 0.974, 0.150], [-2.271, 1.494, 0.061], [-1.298, -0.728, 0.295], [0.195, -2.837, 0.424], [2.236, -1.302, -0.005], [-1.084, -0.027, 1.076], [-0.001, -0.162, -0.144], [0.253, -0.057, -0.457], [0.274, 0.309, 0.653], [-0.106, 0.156, -0.069], [0.099, -0.012, 0.100], [-0.084, 0.062, -0.106], [0.148, 0.064, 0.230], [-0.105, -0.018, -0.160], [-0.386, -0.302, -0.225]], "nbo_charge": [-0.69, 0.05, 0.06, -0.50, 0.06, -0.19, -0.06, 0.73, -0.47, -0.65, 0.27, 0.29, 0.27, 0.28, 0.46, 0.29, 0.30, 0.49, -0.64, -0.06, -0.74, 0.22, 0.23, 0.20, 0.19, 0.15, 0.46], "e_above_lowest_kj_mol": 838.3, "charge": 1, "homo_ev": -13.375}

=====

No. 4
{"formula": "C7H10O2", "method": "ωB97M-V with the def2-TZVPD basis set", "species": ["C", "C", "C", "C", "C", "C", "C", "O", "O", "H", "H", "H", "H", "H", "H", "H", "H", "H", "H"], "xyz": [[0.1704, 0.0544, -0.6324], [-1.6094, -2.5026, -0.2331], [-1.5775, -1.3296, 0.7259], [-0.3458, 0.4524, 0.5705], [1.1932, 1.9250, -0.5592], [-0.7232, 1.2080, 1.5635], [2.4711, 1.8575, -0.8794], [1.1224, -0.9008, -0.7319], [-2.2285, -1.3068, 1.7324], [1.8616, -0.7583, -0.1255], [-0.4534, 0.1216, -1.5199], [0.6756, 2.8653, -0.3865], [-2.0844, -2.1770, -1.1616], [-2.1689, -3.3414, 0.1887], [-0.5942, -2.8287, -0.4578], [-1.4831, 0.8327, 2.2433], [-0.2847, 2.1784, 1.7520], [2.9588, 0.9100, -1.0923], [3.0999, 2.7400, -0.9966]], "forces_ev_per_angstrom": [[3.548, 4.417, -1.220], [0.219, 0.188, -0.145], [0.482, 1.514, 1.542], [-4.201, -4.003, 1.895], [-0.209, -1.857, -1.475], [0.491, 0.062, -0.331], [-0.101, 0.168, 0.023], [0.062, -0.402, -0.359], [0.083, -0.087, -0.421], [-0.329, 0.154, 0.204], [0.070, -0.089, 0.212], [-0.146, -0.213, 0.017], [0.079, -0.055, -0.046], [-0.052, 0.250, 0.081], [-0.012, 0.110, -0.104], [0.026, -0.149, 0.028], [-0.011, 0.120, -0.024], [-0.010, -0.064, -0.130], [0.010, -0.065, 0.257]], "nbo_charge": [0.16, -0.75, 0.53, -0.01, -0.29, -0.39, -0.47, -0.69, -0.57, 0.49, 0.23, 0.19, 0.23, 0.23, 0.24, 0.25, 0.22, 0.18, 0.20], "e_above_lowest_kj_mol": 619.5, "homo_ev": -7.046}

=====

No. 5
{"formula": "C29H36BClF4N5SiTi", "method": "ωB97M-V with the def2-TZVPD basis set", "species": ["Ti", "C", "C", "C", "C", "C", "C", "C", "C", "C", "C", "N", "C", "C", "C", "C", "C", "N", "H", "H", "H", "H", "H", "H", "H", "H", "H", "H", "H", "H", "H", "H", "H", "H", "H", "C", "C", "C", "C", "C", "C", "N", "N", "Si", "C", "C", "C", "H", "H", "H", "H", "H", "H", "H", "H", "H", "H", "H", "H", "H", "H", "H", "Cl", "C", "C", "C", "C", "N", "C", "H", "H", "H", "H", "F", "B", "F", "F", "F"], "xyz": [[-0.6913, 0.3716, -0.3767], [3.5836, -1.6189, 3.5663], [3.3259, -0.4063, 2.6714], [3.7217, -0.6311, 1.2210], [4.9602, -1.2208, 0.9749], [5.3623, -1.5631, -0.3019], [4.4868, -1.3607, -1.3542], [3.2435, -0.7739, -1.1599], [2.3035, -0.7103, -2.3312], [1.5643, -2.0410, -2.4959], [2.8797, -0.3368, 0.1251], [1.6538, 0.3607, 0.3255], [1.7553, 1.3952, 1.1006], [0.6307, 2.0510, 1.6753], [0.5763, 3.1423, 2.5490], [-0.7752, 3.3029, 2.8744], [-1.4657, 2.2988, 2.1834], [-0.6238, 1.5434, 1.4601], [3.1800, -1.4395, 4.5644], [4.6455, -1.8397, 3.6759], [3.0949, -2.5035, 3.1563], [3.8558, 0.4618, 3.0774], [2.2677, -0.1606, 2.7346], [5.6195, -1.4227, 1.8099], [6.3359, -2.0064, -0.4711], [4.7611, -1.6652, -2.3585], [2.8732, -0.4996, -3.2398], [1.5871, 0.0957, -2.2080], [2.2802, -2.8627, -2.5791], [0.9318, -2.0286, -3.3811], [0.9255, -2.2371, -1.6320], [2.7423, 1.7718, 1.3790], [1.4140, 3.7283, 2.8971], [-1.2066, 4.0407, 3.5329], [-2.5279, 2.0961, 2.1764], [-3.9037, 2.2485, -1.4889], [-4.0515, 0.8940, -0.8612], [-5.2869, 0.2989, -0.6675], [-5.3242, -0.9580, -0.0607], [-4.1655, -1.5787, 0.3377], [-2.9287, -0.9232, 0.1218], [-2.9221, 0.2985, -0.4794], [-1.6951, -1.3591, 0.4398], [-1.2932, -2.6956, 1.4276], [0.5558, -2.6672, 1.7041], [-2.1168, -2.5924, 3.1190], [-1.7406, -4.3524, 0.6508], [-3.4823, 2.9485, -0.7626], [-4.8653, 2.6340, -1.8267], [-3.2223, 2.1878, -2.3378], [-6.1900, 0.7975, -0.9911], [-6.2768, -1.4530, 0.0933], [-4.1836, -2.5574, 0.7974], [0.8329, -1.7330, 2.1970], [1.1125, -2.7226, 0.7657], [0.8702, -3.5008, 2.3385], [-1.8183, -1.6649, 3.6144], [-1.8181, -3.4303, 3.7553], [-3.2066, -2.5942, 3.0491], [-1.2565, -4.4502, -0.3239], [-2.8164, -4.4555, 0.4927], [-1.4120, -5.1849, 1.2795], [-0.6859, 6.2483, -0.5398], [-0.3127, 4.7951, -1.4147], [0.1476, 4.8607, -2.7163], [0.4188, 3.6641, -3.3538], [0.2219, 2.4734, -2.6753], [-0.2216, 2.4158, -1.4129], [-0.4860, 3.5726, -0.7931], [0.2812, 5.8157, -3.2060], [0.7711, 3.6403, -4.3754], [0.4107, 1.5340, -3.1713], [-0.8567, 3.5252, 0.2218], [-1.8999, -1.4952, -4.0080], [-1.3030, -0.2724, -3.8016], [-0.2109, -0.0670, -4.6530], [-2.1992, 0.7861, -3.8898], [-0.7417, -0.2625, -2.4362]], "forces_ev_per_angstrom": [[-0.038, 0.040, 0.167], [0.004, -0.004, -0.002], [-0.006, -0.011, -0.003], [0.013, -0.014, 0.022], [-0.009, 0.016, 0.012], [-0.008, 0.002, -0.008], [0.003, -0.008, 0.006], [-0.018, 0.029, 0.016], [-0.007, -0.015, -0.018], [0.009, 0.004, 0.002], [0.005, -0.041, -0.036], [-0.016, 0.058, 0.038], [0.021, 0.001, -0.043], [-0.026, 0.010, 0.035], [0.003, 0.001, -0.015], [-0.002, -0.012, 0.010], [-0.009, 0.010, -0.009], [0.017, -0.013, -0.065], [0.000, 0.000, 0.001], [0.007, 0.002, -0.002], [0.007, 0.005, 0.004], [-0.001, 0.000, -0.002], [-0.001, -0.004, 0.005], [0.003, -0.004, 0.006], [-0.002, -0.003, 0.002], [0.001, 0.000, 0.000], [0.002, 0.014, 0.001], [-0.007, 0.001, 0.012], [0.000, 0.000, -0.002], [-0.008, -0.001, -0.003], [-0.003, 0.001, -0.002], [-0.002, -0.007, 0.011], [0.000, -0.001, 0.002], [0.000, 0.001, 0.000], [0.001, 0.003, -0.006], [-0.001, 0.005, -0.002], [-0.007, 0.015, 0.012], [0.000, 0.001, 0.000], [0.009, -0.002, -0.004], [-0.014, 0.014, 0.015], [0.033, -0.014, -0.035], [0.080, -0.023, 0.008], [-0.003, -0.039, -0.025], [-0.018, -0.037, -0.036], [-0.012, 0.009, -0.004], [0.008, -0.005, 0.003], [-0.005, 0.002, -0.004], [0.009, 0.000, -0.005], [-0.001, 0.001, 0.001], [0.002, -0.008, -0.002], [-0.001, 0.000, 0.002], [0.000, 0.000, 0.002], [-0.003, -0.001, 0.002], [0.010, -0.003, 0.001], [0.003, 0.001, -0.002], [-0.001, 0.000, 0.001], [-0.004, 0.000, 0.001], [-0.001, 0.001, 0.001], [0.000, 0.001, -0.002], [0.000, 0.003, 0.000], [0.000, -0.005, -0.001], [0.001, 0.003, 0.003], [-0.001, 0.009, 0.007], [0.001, -0.016, 0.002], [0.003, 0.015, -0.008], [-0.005, -0.006, 0.008], [0.006, 0.007, -0.005], [0.025, 0.068, -0.102], [0.000, 0.001, 0.001], [-0.002, -0.001, -0.001], [-0.002, -0.005, -0.002], [0.011, 0.020, -0.002], [-0.004, 0.012, 0.010], [0.019, -0.003, -0.005], [-0.019, 0.011, 0.022], [0.011, -0.013, -0.029], [0.009, 0.001, 0.008], [-0.070, -0.081, 0.028]], "lowdin_spin": [1.73, 0.00, 0.00, 0.00, 0.00, 0.00, 0.00, 0.00, 0.01, 0.00, 0.00, 0.01, 0.03, 0.01, 0.01, 0.00, 0.01, 0.01, 0.00, 0.00, 0.00, 0.00, 0.00, 0.00, 0.00, 0.00, 0.00, 0.00, 0.00, 0.00, 0.00, 0.00, 0.00, 0.00, 0.00, 0.00, 0.01, 0.00, 0.01, 0.00, 0.02, 0.01, 0.01, 0.00, 0.00, 0.00, 0.00, 0.00, 0.00, 0.00, 0.00, 0.00, 0.00, 0.00, 0.00, 0.00, 0.00, 0.00, 0.00, 0.00, 0.00, 0.00, 0.00, 0.00, 0.02, 0.00, 0.02, 0.01, 0.02, 0.00, 0.00, 0.00, 0.00, 0.00, 0.00, 0.00, 0.00, 0.03], "e_above_lowest_kj_mol": 11.7, "s_squared": 2.005, "charge": -1, "spin_multiplicity": 3, "homo_ev": [-3.093, -4.803]}